Here is 7 unconnected molecules or ions with the total composition C39H88N4O7 at a distorted geometry from the Open Molecules 2025 dataset. Energies are from ωB97M-V/def2-TZVPD.

```
138
Properties=species:S:1:pos:R:3:forces:R:3
C -2.93404 11.56206 8.74249 -0.47 -1.34 -1.19
C -4.20013 12.40075 8.34392 0.84 0.10 2.40
C -4.69564 13.09129 9.66135 -0.40 0.82 -1.06
C -3.73569 13.53739 7.42681 -0.51 -1.09 -0.63
C -3.58552 12.99860 6.00437 -0.94 1.42 -0.69
C -4.91503 12.47843 5.45881 0.10 -0.93 1.49
C -5.55102 11.35862 6.43041 0.27 0.13 -2.89
C -7.04189 11.40536 6.08471 -0.56 0.06 1.77
C -4.96943 10.00218 6.04542 0.83 -0.83 -0.09
N -5.36029 11.66651 7.82648 0.11 2.01 -0.40
O -5.78075 10.62557 8.65498 0.50 -0.75 0.04
H -2.00907 12.12749 8.85578 -0.36 0.33 0.61
H -3.11895 10.82873 9.52743 -0.05 0.61 0.60
H -2.65567 10.85649 7.95970 -0.13 0.11 -0.64
H -3.99272 13.84368 10.01901 0.65 -0.68 0.51
H -5.48442 13.78864 9.37918 -0.62 -0.29 -0.20
H -5.10516 12.42709 10.42242 0.51 0.00 0.07
H -4.50566 14.30815 7.46091 0.07 0.21 -0.23
H -2.79784 13.93029 7.81944 -0.11 0.08 0.01
H -3.42625 13.81317 5.29782 0.84 0.33 0.20
H -2.77358 12.28337 5.87287 -0.11 -0.13 0.20
H -4.71189 12.21653 4.42042 -0.14 -1.25 0.13
H -5.69163 13.21852 5.26583 0.23 0.69 0.82
H -7.34591 11.31447 5.04192 0.35 -0.32 0.08
H -7.45183 12.33040 6.49013 0.15 0.46 -0.35
H -7.53109 10.69694 6.75321 -0.27 -0.62 -0.54
H -3.99496 9.81520 6.49659 0.17 0.34 0.17
H -4.77510 9.91787 4.97621 -0.35 0.07 -0.12
H -5.53847 9.12623 6.35689 -0.44 0.24 0.02
H -6.46091 10.98603 9.22861 -0.18 0.24 -0.08
C -20.84668 8.89419 8.59125 -0.91 0.66 -1.77
C -20.29927 7.64338 9.24054 1.02 -0.45 2.31
C -19.40180 6.80690 8.29155 -0.42 0.40 0.67
C -19.42553 8.20954 10.48637 -0.70 0.18 -1.91
C -19.13919 7.24156 11.57448 -0.38 0.37 0.60
C -20.46238 6.70516 12.13800 0.51 -0.49 -1.03
C -21.23804 5.93688 10.98338 -1.26 -0.32 0.71
C -20.50093 4.58395 10.70696 -0.14 0.58 0.34
C -22.69738 5.66003 11.54096 1.11 -0.25 0.13
N -21.46605 6.86138 9.84192 2.22 1.87 1.13
O -22.18512 6.26846 8.82010 -0.34 -0.84 -0.71
H -20.11586 9.60245 8.20091 0.69 -0.07 0.68
H -21.36807 8.75788 7.64380 -0.27 -0.91 -0.25
H -21.59083 9.47717 9.13393 0.29 -0.25 0.76
H -18.61416 6.26049 8.81037 0.02 0.17 0.31
H -19.99023 6.03560 7.79462 -0.02 0.41 -0.49
H -18.92259 7.54410 7.64737 0.01 -0.45 -0.49
H -18.45502 8.60904 10.19211 -0.04 0.00 -0.88
H -19.97375 9.09829 10.79889 -0.14 -0.15 0.61
H -18.44632 6.47330 11.23125 -0.37 -0.41 -0.18
H -18.50113 7.77651 12.27792 -0.36 0.02 0.63
H -21.12120 7.47745 12.53501 0.17 0.37 -0.27
H -20.21275 6.09103 13.00325 -0.41 -0.64 -0.21
H -20.83620 3.97770 9.86544 -0.23 0.44 -0.18
H -20.64197 3.96230 11.59113 0.05 -0.02 0.11
H -19.42992 4.76329 10.61275 -0.02 -0.12 -0.16
H -23.27991 4.98039 10.91901 0.10 0.14 -0.13
H -23.24759 6.58593 11.70858 0.12 0.10 -0.31
H -22.59407 5.20200 12.52465 0.02 -0.21 0.06
H -22.75164 6.98509 8.52495 -0.32 -0.08 -0.05
C -17.70746 19.22388 2.99274 0.80 -0.69 0.54
C -16.34893 18.40478 2.86562 -1.43 -1.02 -0.47
C -16.39802 17.59292 1.51448 -0.21 1.71 0.39
C -15.16393 19.45387 2.82101 -1.43 -0.85 0.17
C -14.64815 19.89010 4.19471 -0.86 -0.48 -0.04
C -14.50328 18.68064 5.07633 1.14 -0.03 -0.46
C -15.69726 17.73812 5.21695 1.16 0.02 0.17
C -15.15454 16.50441 5.94720 -0.71 -0.66 0.61
C -16.66761 18.48189 6.13609 -1.90 -0.52 -0.73
N -16.16136 17.30852 3.88898 3.04 2.89 0.38
O -17.13283 16.36731 4.02933 -2.08 -0.42 -0.14
H -18.08141 19.58550 2.03489 0.26 0.01 -0.09
H -18.50662 18.63816 3.44706 0.07 -0.20 -0.01
H -17.51834 20.07664 3.64475 -0.15 0.12 -0.03
H -16.46511 18.37047 0.75354 -0.17 -0.16 -0.39
H -15.51521 17.00211 1.27017 0.02 -0.09 0.48
H -17.31417 17.00373 1.47407 0.08 -0.09 -0.08
H -14.46844 18.97238 2.13358 0.73 0.44 0.39
H -15.61120 20.32247 2.33769 0.21 -0.03 -0.40
H -13.71095 20.44252 4.12694 0.00 -0.04 -0.04
H -15.34829 20.50308 4.76229 -0.31 0.62 -0.72
H -14.31937 19.04767 6.08607 0.52 -0.29 0.09
H -13.63372 18.18297 4.64704 0.15 -0.67 0.53
H -14.62019 15.79024 5.32067 0.18 0.40 -0.26
H -15.96876 15.92438 6.38161 -0.26 -0.01 -0.07
H -14.54002 16.76567 6.80872 0.20 0.27 -0.16
H -16.42058 18.41360 7.19552 0.24 0.21 -0.16
H -17.65855 18.04547 6.01088 -0.14 -0.53 0.30
H -16.90819 19.49349 5.80915 0.68 0.30 0.23
H -17.01508 15.75869 3.29631 0.18 -0.20 -0.02
C -10.56219 18.45886 13.76799 0.74 -0.44 -0.26
C -9.67962 19.25952 14.73380 -0.94 0.20 0.67
C -8.23581 19.38997 14.20758 -0.38 -0.48 0.15
C -10.37742 20.62654 14.78879 0.29 0.72 1.58
C -9.86514 21.51826 16.00159 -0.29 -0.63 -1.88
C -10.04919 20.72970 17.26601 0.54 0.23 0.52
C -9.38053 19.33897 17.28061 -1.01 -0.11 1.70
C -7.87990 19.37512 17.59246 -0.40 -0.04 -0.79
C -9.98555 18.64649 18.55233 0.18 -0.70 -0.60
N -9.80682 18.60811 16.07175 -1.17 4.22 0.11
O -9.39240 17.34196 16.06144 0.90 -2.78 -0.01
H -11.58558 18.35903 14.12967 -0.01 0.36 -0.07
H -10.21199 17.44540 13.57209 0.29 -0.04 0.13
H -10.48465 18.98743 12.81789 -0.52 -0.06 -0.14
H -8.25220 19.15428 13.14349 0.35 -0.15 0.02
H -7.65016 18.66626 14.77448 0.31 -0.07 -0.43
H -7.77634 20.37332 14.30757 -0.22 0.07 0.25
H -10.36617 21.02164 13.77298 0.48 0.59 0.16
H -11.43933 20.53256 15.01597 -0.16 -0.53 -0.05
H -10.43584 22.44575 16.04803 0.00 0.05 -0.06
H -8.81465 21.79154 15.90198 0.11 0.01 -0.18
H -11.08947 20.65686 17.58319 -0.25 -0.28 -0.50
H -9.62172 21.33926 18.06213 0.32 -0.17 0.29
H -7.51907 18.34836 17.65298 0.18 0.02 -0.29
H -7.38536 19.92629 16.79261 0.51 0.04 0.34
H -7.73575 19.80134 18.58527 0.15 0.33 -0.22
H -9.82054 19.19353 19.48057 -0.05 0.48 -0.25
H -11.04948 18.43733 18.44096 -0.06 0.10 -0.05
H -9.47323 17.70081 18.72928 -0.08 -0.22 -0.16
H -10.23275 16.88332 16.13249 0.21 -0.72 0.02
C -12.50987 11.30706 10.66611 1.13 0.45 -0.82
O -11.80017 10.69935 11.72761 -0.67 0.07 0.60
H -13.38266 11.88147 10.97658 -0.37 -0.53 0.01
H -11.82540 12.04531 10.24823 -0.08 0.23 -0.50
H -12.68074 10.55767 9.89324 -0.45 0.11 0.17
H -11.96849 11.32051 12.43996 0.45 -0.33 0.56
C -14.47236 13.20841 16.29197 -1.09 0.11 -0.17
O -13.16597 12.79266 16.37877 2.11 -0.19 -0.06
H -15.03832 12.32172 16.00641 -0.89 0.34 0.22
H -14.77532 13.68378 17.22490 -0.53 -0.23 0.14
H -14.59826 13.96541 15.51788 0.27 -0.09 -0.15
H -13.14494 11.98448 16.89648 0.14 0.06 0.00
C -10.62555 4.28331 13.05833 -0.88 1.15 0.17
O -11.44589 5.43040 13.48246 0.53 -1.25 0.09
H -9.67570 4.17415 13.58176 0.01 0.41 0.22
H -11.22871 3.41001 13.30663 0.02 0.08 -0.23
H -10.42108 4.33414 11.98889 -0.12 -0.14 -0.03
H -11.16027 6.27598 13.12888 0.44 -0.24 -0.22
```
Forces are in eV/Å.

Total charge: 0
Relative energy (zero: lowest compared OMol25 entry of this formula, charge and spin), kJ/mol: 514.3
HOMO energy, eV: -8.1
Energy, eV: -62153.70310
Structure (SMILES): CC1(C)CCCC(C)(C)N1O.CC1(C)CCCC(C)(C)N1O.CC1(C)CCCC(C)(C)N1O.CC1(C)CCCC(C)(C)N1O.CO.CO.CO
HOMO-LUMO gap, eV: 8.39